No. 1
Molecular formula: C38H64N10O14S4
Method: DFT, the ωB97M-V functional and the def2-TZVPD basis

DFT total energy in eV: -127332.066
Orbital gap in eV: 8.56
E_HOMO in eV: -8.61
Charge: 0

Atoms and positions in Å:
1 N 5.812752 0.755107 -1.707815
2 C 4.644884 1.051200 -1.104193
3 C 3.470342 0.357519 -1.336798
4 C 3.482718 -0.685252 -2.267870
5 C 4.679859 -0.973326 -2.849839
6 C 5.803543 -0.272105 -2.552444
7 H 4.662932 1.843960 -0.363439
8 H 2.566740 0.658390 -0.850229
9 H 2.562620 -1.147306 -2.630222
10 H 4.675400 -1.838693 -3.463709
11 H 6.772887 -0.555100 -2.903287
12 N -0.530866 5.585581 1.686581
13 C -0.320854 4.617121 2.557920
14 C 0.403533 4.796677 3.761204
15 C 0.897253 6.034487 4.110139
16 C 0.602493 7.053237 3.194210
17 C -0.114504 6.764718 2.052388
18 H -0.664465 3.636696 2.286120
19 H 0.478250 3.890816 4.315455
20 H 1.348894 6.205988 5.063442
21 H 0.787743 8.116760 3.363638
22 H -0.331911 7.551286 1.357641
23 N 3.494916 3.917036 3.476093
24 C 3.244559 3.149334 4.541460
25 C 2.464285 1.975817 4.443832
26 C 1.947428 1.632238 3.173408
27 C 2.218936 2.454441 2.108550
28 C 3.076499 3.586139 2.291435
29 H 3.620715 3.605086 5.456849
30 H 2.300801 1.323824 5.308593
31 H 1.286956 0.790534 3.088965
32 H 1.852130 2.343028 1.096395
33 H 3.427885 4.249717 1.497254
34 N 2.698210 -3.407485 0.069544
35 C 2.111064 -2.243028 0.320866
36 C 2.406708 -1.469335 1.395344
37 C 3.252414 -2.002451 2.331767
38 C 3.831792 -3.245305 2.126467
39 C 3.521245 -3.906365 0.995271
40 H 1.446504 -1.811159 -0.419520
41 H 1.955106 -0.451788 1.451309
42 H 3.397717 -1.408720 3.205240
43 H 4.412860 -3.696133 2.889698
44 H 4.009344 -4.787716 0.650487
45 N 0.240410 -2.218150 -3.507953
46 C 1.003969 -3.195168 -3.009140
47 C 2.151795 -3.618940 -3.676543
48 C 2.547393 -3.095979 -4.899974
49 C 1.699748 -2.116525 -5.453958
50 C 0.581329 -1.663496 -4.744313
51 H 0.646199 -3.604922 -2.106332
52 H 2.769878 -4.339395 -3.180967
53 H 3.418742 -3.448298 -5.396445
54 H 1.850134 -1.799977 -6.458061
55 H -0.147596 -1.004663 -5.144044
56 C -4.256051 -5.110942 -1.152833
57 S -4.352250 -3.471895 -1.987013
58 O -4.330132 -2.521669 -0.807500
59 C -2.628714 -3.451085 -2.744848
60 H -3.371984 -5.320321 -0.509094
61 H -4.447415 -5.857139 -1.908191
62 H -5.097745 -5.162134 -0.464700
63 H -2.546880 -4.150423 -3.585192
64 H -1.788201 -3.669175 -2.004545
65 H -2.452908 -2.455705 -3.099257
66 C -6.154833 -0.608833 3.372626
67 S -4.460921 -1.091752 3.902382
68 O -4.394218 -2.533529 4.321113
69 C -3.747825 -0.974682 2.183863
70 H -6.629737 -1.511373 2.913863
71 H -6.084518 0.180083 2.634788
72 H -6.685425 -0.327890 4.281606
73 H -3.851653 0.121993 1.913611
74 H -4.279271 -1.641352 1.507177
75 H -2.742596 -1.288943 2.339635
76 C -0.080053 1.696074 -3.375421
77 S 0.257833 2.828440 -4.720051
78 O 1.010536 3.972592 -4.119209
79 C 1.603955 1.984482 -5.703224
80 H -0.648600 0.862505 -3.739734
81 H -0.635456 2.234121 -2.622136
82 H 0.914169 1.595831 -2.915042
83 H 1.738674 2.672078 -6.535223
84 H 1.501403 0.900675 -5.917097
85 H 2.465046 2.052053 -4.999400
86 C -1.197263 -2.707648 4.924532
87 S -0.350300 -1.242257 5.618768
88 O 1.124957 -1.375836 5.317726
89 C -1.039948 0.072248 4.482231
90 H -2.267878 -2.612920 4.954878
91 H -0.969634 -3.581256 5.563072
92 H -0.783678 -2.819966 3.922953
93 H -0.883147 -0.226007 3.464078
94 H -0.549195 1.030715 4.760156
95 H -2.109156 0.057953 4.690167
96 C 1.558505 -6.298317 -0.191404
97 N 0.225995 -5.994224 -0.853119
98 O 0.127389 -6.181674 -2.056522
99 O -0.649234 -5.578558 -0.141818
100 H 1.591897 -5.740578 0.740018
101 H 2.271061 -6.051312 -0.973706
102 H 1.572220 -7.370467 0.006782
103 C -5.264703 0.204209 -1.945199
104 N -4.056832 0.114517 -2.901353
105 O -4.125757 -0.593430 -3.897536
106 O -3.037864 0.649467 -2.492637
107 H -6.168525 0.093239 -2.546551
108 H -5.255548 1.249251 -1.631568
109 H -5.120131 -0.574436 -1.180243
110 C -1.237496 -1.416128 0.127727
111 N -0.693377 -0.075164 0.317511
112 O -0.619577 0.674203 -0.580458
113 O -0.236231 0.203921 1.453967
114 H -0.915660 -2.018309 0.988759
115 H -0.823187 -1.843843 -0.789103
116 H -2.317549 -1.456301 0.051651
117 C -2.405199 3.606562 -0.519286
118 N -3.615908 2.942076 -0.060863
119 O -3.479079 2.130083 0.846798
120 O -4.697751 3.199064 -0.567184
121 H -2.796167 4.438426 -1.062285
122 H -1.891417 2.826494 -1.067776
123 H -1.821486 3.962633 0.334401
124 C 1.077996 5.582124 -1.542398
125 N 1.448434 4.197204 -1.038774
126 O 0.543705 3.396014 -1.009105
127 O 2.595748 3.879225 -0.840418
128 H 0.843428 5.414554 -2.577930
129 H 1.902675 6.229864 -1.332482
130 H 0.240315 5.712580 -0.867873

Cartesian forces (eV/Å) of the 2 atoms listed first:
N -0.6 0.3 0.5
C 0.6 -0.3 0.0


No. 2
Molecular formula: C26H23BaNS2Te2
Method: DFT, the ωB97M-V functional and the def2-TZVPD basis

DFT total energy in eV: -65773.159
Orbital gap in eV: 2.78
E_HOMO in eV: 0.51
Charge: -2

Atoms and positions in Å:
1 Ba -0.466453 0.931247 -1.665221
2 S 1.930978 1.991841 -2.307419
3 C 1.971194 1.711655 -0.451749
4 C 3.195912 1.975694 0.168469
5 C 3.218105 2.320337 1.506275
6 C 2.054064 2.258440 2.264699
7 C 0.927047 1.737583 1.653573
8 N 0.887972 1.528883 0.354592
9 H 4.086801 2.022673 -0.441434
10 H 4.139694 2.677316 1.950238
11 H 2.025324 2.584879 3.295191
12 H 0.013192 1.562285 2.210462
13 C 1.343757 5.169880 -1.372958
14 Te -0.446654 4.014888 -1.582337
15 C -1.339497 5.698980 -0.552909
16 H 1.411287 5.486162 -0.332845
17 H 1.267613 6.051823 -2.007300
18 H 2.202490 4.569775 -1.653450
19 H -0.925445 6.615780 -0.968707
20 H -1.052468 5.635982 0.495459
21 H -2.423970 5.711837 -0.637007
22 C -0.163092 -1.713158 -1.889911
23 C 0.428726 -2.342370 -1.000948
24 C 0.903057 -3.076249 0.139191
25 C -0.075808 -3.522226 1.096092
26 C 0.167570 -4.502144 2.095359
27 C -0.808723 -4.902965 2.991964
28 C -2.096700 -4.378104 2.947554
29 C -2.378534 -3.450432 1.943682
30 C -1.412479 -3.039481 1.047215
31 C 2.324127 -3.142363 0.324306
32 C 3.197121 -2.877109 -0.772935
33 C 4.570023 -2.882082 -0.649440
34 C 5.195873 -3.134783 0.574562
35 C 4.371425 -3.357487 1.673852
36 C 2.991406 -3.360070 1.563863
37 H 1.132867 -4.986775 2.137455
38 H -0.559472 -5.658851 3.732369
39 H -2.858054 -4.696016 3.650845
40 H -3.381576 -3.046221 1.846208
41 H -1.668190 -2.331146 0.268956
42 H 2.740952 -2.656967 -1.730445
43 H 5.173686 -2.679862 -1.530101
44 H 6.275862 -3.142725 0.667163
45 H 4.814218 -3.514081 2.654493
46 H 2.409380 -3.480005 2.466300
47 Te -3.341826 -0.296333 -2.361869
48 C -5.156036 0.744033 -2.702609
49 C -5.396704 2.072465 -2.950971
50 C -6.773139 2.399242 -3.111260
51 C -7.589286 1.315584 -2.982954
52 S -6.660421 -0.095730 -2.669394
53 H -4.594581 2.795069 -3.021915
54 H -7.137936 3.399904 -3.308698
55 H -8.664673 1.281525 -3.063586

Cartesian forces (eV/Å) of the 2 atoms listed first:
Ba -2.3 -3.4 -0.7
S 1.5 0.1 1.5


No. 3
Molecular formula: C27H66BF4NO19P4
Method: DFT, the ωB97M-V functional and the def2-TZVPD basis

DFT total energy in eV: -118161.319
Orbital gap in eV: 4.20
E_HOMO in eV: -8.93
Charge: 0

Atoms and positions in Å:
1 C 2.410779 2.169738 -2.393590
2 C 1.485779 0.975738 -2.798590
3 C 0.001779 1.360738 -2.400590
4 C -0.685221 2.362738 -3.274590
5 C -0.817221 2.029738 -4.692590
6 C 0.670779 1.602738 -5.273590
7 N 1.437779 0.779738 -4.283590
8 O 2.514779 0.240738 -4.719590
9 C 1.431779 2.881738 -5.739590
10 C 0.496779 0.762738 -6.589590
11 C 1.868779 -0.338262 -2.163590
12 H 1.977779 2.949738 -2.910590
13 H 3.348779 2.114738 -2.943590
14 H 2.525779 2.509738 -1.263590
15 H 0.056779 1.585738 -1.447590
16 H -0.707221 0.367738 -2.412590
17 H -0.262221 3.394738 -3.048590
18 H -1.754221 2.474738 -2.817590
19 H -1.321221 2.791738 -5.349590
20 H -1.464221 1.242738 -4.873590
21 H 1.440779 3.567738 -4.998590
22 H 0.743779 3.462738 -6.487590
23 H 2.366779 2.646738 -6.109590
24 H 1.416779 0.393738 -7.038590
25 H -0.236221 1.339738 -7.176590
26 H -0.270221 -0.205262 -6.290590
27 H 1.829779 -0.258262 -0.944590
28 H 3.010779 -0.781262 -2.329590
29 H 0.984779 -0.781262 -2.264590
30 B 0.337779 -0.326262 1.956410
31 F 0.836779 0.930738 1.879410
32 F 0.101779 -0.530262 3.398410
33 F -0.853221 -0.434262 1.281410
34 F 1.224779 -1.293262 1.536410
35 C -1.699221 -3.984262 2.125410
36 C -2.865221 -3.722262 3.073410
37 O -3.824221 -4.507262 3.265410
38 C -2.723221 -2.452262 3.903410
39 H -1.590221 -3.133262 1.376410
40 H -1.604221 -4.951262 1.705410
41 H -0.874221 -3.801262 2.662410
42 H -2.813221 -1.540262 3.305410
43 H -1.610221 -2.323262 4.315410
44 H -3.630221 -2.247262 4.822410
45 C 3.048779 -2.151262 6.802410
46 C 3.858779 -1.102262 5.983410
47 O 4.784779 -0.562262 6.536410
48 C 3.590779 -0.841262 4.479410
49 H 3.430779 -3.077262 6.964410
50 H 1.842779 -2.356262 6.499410
51 H 2.794779 -1.726262 7.728410
52 H 4.335779 -1.489262 4.028410
53 H 3.612779 0.086738 4.106410
54 H 2.615779 -1.195262 4.328410
55 C 7.510779 1.304738 2.803410
56 O 6.924779 2.611738 2.696410
57 P 6.312779 3.158738 1.392410
58 O 7.296779 3.081738 0.208410
59 O 5.194779 2.102738 1.115410
60 C 3.974779 1.990738 1.730410
61 O 5.663779 4.554738 1.705410
62 C 6.524779 5.666738 1.780410
63 H 8.315779 1.358738 3.490410
64 H 7.985779 0.785738 1.891410
65 H 6.826779 0.539738 3.250410
66 H 3.262779 1.173738 1.471410
67 H 3.428779 2.690738 1.160410
68 H 4.022779 2.184738 2.813410
69 H 7.203779 5.645738 0.875410
70 H 7.104779 5.615738 2.505410
71 H 5.733779 6.488738 1.776410
72 C -6.463221 0.684738 -2.551590
73 O -5.053221 0.286738 -2.655590
74 P -4.118221 0.040738 -1.328590
75 O -3.742221 1.292738 -0.775590
76 O -4.879221 -0.816262 -0.173590
77 C -4.888221 -0.209262 1.131410
78 O -2.753221 -0.674262 -1.898590
79 C -2.206221 -1.817262 -1.398590
80 H -6.902221 -0.007262 -1.848590
81 H -6.954221 0.691738 -3.457590
82 H -6.681221 1.721738 -2.242590
83 H -5.546221 0.579738 1.466410
84 H -3.722221 -0.044262 1.346410
85 H -5.294221 -0.950262 1.787410
86 H -1.280221 -2.001262 -1.864590
87 H -2.909221 -2.605262 -1.770590
88 H -2.254221 -1.898262 -0.216590
89 C 1.104779 -3.851262 -0.206590
90 O 0.890779 -4.984262 -1.043590
91 P -0.427221 -5.895262 -0.983590
92 O -1.607221 -5.028262 -1.124590
93 O -0.292221 -6.865262 -2.184590
94 C 0.050779 -6.395262 -3.491590
95 O -0.604221 -6.815262 0.387410
96 C -1.701221 -7.733262 0.441410
97 H 0.165779 -3.428262 -0.058590
98 H 1.824779 -3.081262 -0.473590
99 H 1.187779 -4.060262 0.830410
100 H -0.291221 -7.031262 -4.358590
101 H 1.029779 -6.137262 -3.438590
102 H -0.482221 -5.416262 -3.369590
103 H -1.156221 -8.523262 -0.180590
104 H -2.400221 -7.198262 -0.146590
105 H -1.897221 -7.900262 1.426410
106 C -3.715221 2.868738 3.066410
107 O -3.790221 2.708738 1.664410
108 P -3.512221 3.875738 0.597410
109 O -3.655221 5.237738 1.279410
110 O -1.886221 3.830738 0.195410
111 C -0.943221 3.102738 0.990410
112 O -4.528221 3.969738 -0.670590
113 C -5.875221 4.163738 -0.567590
114 H -4.364221 2.139738 3.477410
115 H -3.978221 3.888738 3.570410
116 H -2.720221 2.955738 3.433410
117 H -0.893221 3.713738 1.883410
118 H 0.075779 2.878738 0.500410
119 H -1.510221 2.190738 1.403410
120 H -6.173221 3.986738 -1.611590
121 H -5.973221 5.342738 -0.352590
122 H -6.426221 3.345738 -0.127590

Cartesian forces (eV/Å) of the 2 atoms listed first:
C 0.7 -0.3 0.3
C -1.6 0.5 1.9


No. 4
Molecular formula: C5H13NP
Method: DFT, the ωB97M-V functional and the def2-TZVPD basis

DFT total energy in eV: -16163.250
Orbital gap (alpha / beta) in eV: 6.23 / 6.23
E_HOMO (alpha / beta) in eV: -12.65 / -12.65
Charge: +1

Atoms and positions in Å:
1 C -0.666547 -0.541502 -0.167462
2 C 2.872923 -1.095148 -1.000269
3 C -2.773374 1.716009 1.817561
4 C 0.476573 -0.954717 -0.866583
5 C 1.584698 -1.664394 -0.287130
6 N -2.219540 1.435344 0.541783
7 P -0.842977 1.305113 -0.155063
8 H -0.888138 -0.858213 0.792726
9 H 3.937206 -1.263539 -0.655391
10 H 2.685271 -0.010104 -0.892259
11 H 2.847967 -1.538077 -2.012562
12 H -3.054545 2.793246 2.103377
13 H -2.143930 1.380307 2.618469
14 H -3.681868 1.159919 1.709943
15 H 0.656086 -0.585916 -1.893736
16 H -1.664364 -0.675844 -0.790086
17 H 1.692193 -1.471493 0.753511
18 H 1.602296 -2.647941 -0.606927
19 H -0.703266 1.732554 -1.425030
20 H 0.283335 1.784396 0.415128

Cartesian forces (eV/Å) of the 2 atoms listed first:
C -1.4 -1.1 -4.0
C 0.3 0.5 -0.1


No. 5
Molecular formula: C8H10O2
Method: DFT, the ωB97M-V functional and the def2-TZVPD basis

DFT total energy in eV: -12548.260
Orbital gap (alpha / beta) in eV: 8.02 / 8.02
E_HOMO (alpha / beta) in eV: -7.97 / -7.97
SMILES: COC1=C2C(=O)CC[C@H]2C1
Charge: 0

Atoms and positions in Å:
1 C 1.637376 -1.118307 2.935240
2 O 0.798922 -0.099955 2.379460
3 C 0.264606 -0.141964 1.155208
4 C -1.136196 0.476022 0.662570
5 C -1.898473 1.679389 0.554536
6 O -2.361539 2.469823 1.389376
7 C -2.203912 1.731541 -0.985846
8 C -1.142889 0.908687 -1.641519
9 C -0.988409 -0.306877 -0.612575
10 C 0.347835 -0.870585 -0.168922
11 H 1.589492 -1.055717 4.005117
12 H 2.775012 -0.973485 2.828447
13 H 1.462825 -2.165318 2.535547
14 H -3.212435 1.068936 -1.162911
15 H -2.215247 2.684904 -1.426068
16 H -1.401576 0.676638 -2.636999
17 H -0.175322 1.391903 -1.691991
18 H -1.840899 -1.084392 -0.941502
19 H 1.149156 -0.727846 -0.767208
20 H 0.243340 -1.938733 0.061776

Cartesian forces (eV/Å) of the 2 atoms listed first:
C 2.4 -1.2 -1.0
O 0.2 -0.1 -1.1